# 1
Here is C14H31N4O3PSi2 as an isolated structure from OMol25. Energies are from ωB97M-V/def2-TZVPD.

For the gap between HOMO and LUMO, the calculation gives 8.174 eV.

Element x y z (Å)
P1 -2.394 0.897 -1.295
Si1 -4.218 2.131 -1.233
Si2 -2.939 3.973 0.535
O1 -4.366 3.211 0.010
O2 -5.278 -0.868 -0.176
O3 -5.541 1.056 -1.058
N1 5.418 -4.381 -3.183
N2 -5.193 -0.313 -1.202
N3 -2.330 4.595 2.970
N4 2.251 2.013 -2.313
C1 3.002 1.244 -2.719
C2 4.620 -5.633 -1.036
C3 -0.988 1.739 -2.143
C4 -1.906 0.235 0.355
C5 3.639 -6.764 -1.360
C6 5.072 -4.932 -2.237
C7 2.487 -1.761 -2.689
C8 -2.657 4.118 6.408
C9 -2.846 4.248 3.936
C10 2.341 -6.263 -1.983
C11 3.252 -0.997 -3.763
C12 -1.318 3.389 6.429
C13 -3.492 3.797 5.165
C14 3.952 0.253 -3.223
H1 1.683 -1.158 -2.262
H2 4.006 -1.657 -4.196
H3 3.154 -2.069 -1.881
H4 -1.885 3.991 -0.503
H5 2.036 -2.658 -3.116
H6 2.567 -0.723 -4.569
H7 -0.364 2.367 -1.500
H8 -1.699 0.992 1.121
H9 3.407 -7.296 -0.436
H10 4.158 -4.920 -0.350
H11 -2.517 3.185 1.670
H12 -0.993 -0.360 0.219
H13 2.522 -5.769 -2.939
H14 5.492 -6.045 -0.523
H15 -2.679 -0.439 0.744
H16 -4.394 2.763 -2.555
H17 4.109 -7.485 -2.032
H18 -0.690 3.685 5.587
H19 -1.461 2.308 6.387
H20 1.836 -5.556 -1.321
H21 -3.229 3.833 7.293
H22 -0.774 3.623 7.345
H23 -0.352 0.963 -2.583
H24 4.650 -0.020 -2.429
H25 4.543 0.709 -4.020
H26 -3.682 2.723 5.107
H27 -1.415 2.314 -2.975
H28 -3.309 5.327 0.967
H29 1.663 -7.097 -2.166
H30 -4.466 4.285 5.247
H31 -2.484 5.195 6.474

Taken from the Mulliken analysis, the atomic charges in e are: 0.219, 0.301, 0.679, -0.265, -0.290, -0.219, -0.459, 0.295, -0.479, -0.423, 0.315, -0.372, -0.946, -0.897, -0.426, 0.246, -0.910, -0.418, 0.281, -1.112, -0.446, -1.124, -0.396, -0.519, 0.276, 0.324, 0.243, -0.191, 0.262, 0.306, 0.354, 0.246, 0.310, 0.283, -0.137, 0.300, 0.314, 0.287, 0.270, -0.119, 0.295, 0.341, 0.302, 0.304, 0.301, 0.325, 0.228, 0.284, 0.292, 0.281, 0.349, -0.194, 0.341, 0.284, 0.302

***

# 2
Here is one molecule with the formula C14H31O3P from OMol25. Energies are from ωB97M-V/def2-TZVPD.

As for the structure (SMILES): CCCCOCP(=O)(CCCC)COCCCC. For the gap between HOMO and LUMO, the calculation gives 10.120 eV. Its energy above the lowest of the compared OMol25 structures with the same formula, charge and spin is 4.0 kcal per mole.

Element x y z (Å)
P1 -0.790 -0.691 -1.571
O1 -2.035 1.824 -1.525
O2 -0.649 -1.712 -2.617
O3 1.556 -0.486 -0.547
C1 -2.092 0.550 -2.085
C2 3.670 -1.016 0.410
C3 5.108 -0.576 0.680
C4 -1.122 -1.441 0.079
C5 5.987 -0.605 -0.565
C6 -2.454 -2.178 0.046
C7 -2.497 1.894 -0.191
C8 -2.642 -3.077 1.267
C9 -3.970 -3.823 1.217
C10 0.734 0.335 -1.333
C11 2.895 -0.036 -0.463
C12 -2.415 3.343 0.280
C13 -0.171 3.273 1.492
C14 -0.980 3.868 0.345
H1 3.327 0.020 -1.472
H2 5.105 0.432 1.101
H3 -0.052 2.197 1.381
H4 -0.661 3.465 2.444
H5 3.134 -1.112 1.357
H6 0.545 1.302 -0.851
H7 -1.014 4.953 0.467
H8 -2.984 3.954 -0.421
H9 5.535 -1.245 1.429
H10 -2.884 3.417 1.263
H11 -1.079 -0.714 0.888
H12 -4.021 -4.445 0.326
H13 -3.277 -1.459 0.001
H14 7.017 -0.371 -0.304
H15 -2.489 -2.784 -0.863
H16 -0.492 3.656 -0.608
H17 5.652 0.123 -1.299
H18 3.662 -1.993 -0.075
H19 1.171 0.517 -2.327
H20 -4.802 -3.123 1.194
H21 -2.599 -2.470 2.175
H22 5.965 -1.591 -1.022
H23 -1.823 -3.798 1.310
H24 -4.083 -4.462 2.089
H25 0.821 3.718 1.523
H26 -1.912 0.669 -3.160
H27 -3.084 0.087 -1.962
H28 -0.298 -2.148 0.207
H29 2.920 0.974 -0.022
H30 -3.540 1.542 -0.143
H31 -1.892 1.246 0.455

Taken from the Mulliken analysis, the atomic charges in e are: 0.972, -0.353, -0.825, -0.201, -0.727, -0.421, -0.487, -0.714, -1.136, -0.829, 0.145, -0.347, -1.334, -0.598, -0.584, -1.013, -1.047, -0.310, 0.297, 0.322, 0.154, 0.384, 0.280, 0.191, 0.353, 0.366, 0.320, 0.391, 0.437, 0.330, 0.238, 0.359, 0.409, 0.234, 0.310, 0.243, 0.406, 0.321, 0.336, 0.293, 0.336, 0.395, 0.317, 0.395, 0.354, 0.516, 0.271, 0.387, -0.139

***

# 3
Here is C14H32BBr2FNbO5S as an isolated structure from OMol25. Energies are from ωB97M-V/def2-TZVPD.

The net charge is -1. For the gap between HOMO and LUMO, the calculation gives 6.263 eV.

Element x y z (Å)
Nb1 0.599 0.187 0.369
Br1 3.136 -3.033 -2.490
Br2 3.742 -0.150 -1.411
S1 -5.170 -1.225 -0.884
F1 1.058 -1.200 3.019
O1 -4.740 -1.816 -2.247
O2 5.184 2.716 -0.332
O3 -4.404 -2.011 0.462
O4 -0.149 1.504 3.395
O5 -6.705 -1.539 -0.711
C1 1.968 -0.763 1.885
C2 -0.928 1.082 -1.114
C3 3.105 2.299 1.069
C4 1.413 -2.117 -1.896
C5 2.771 -2.115 1.485
C6 2.102 -3.519 2.101
C7 -2.320 1.504 1.845
C8 4.113 3.460 0.411
C9 1.712 2.166 0.256
C10 0.371 -2.263 -3.148
C11 -4.963 0.634 -0.732
C12 -3.596 1.225 -1.460
C13 -2.290 0.194 -1.289
C14 1.795 -0.581 -1.471
B1 -0.706 1.139 2.048
H1 2.740 -0.055 2.440
H2 -0.384 -1.325 0.358
H3 -1.204 2.142 -0.656
H4 -0.583 -1.604 -2.997
H5 2.893 2.592 2.207
H6 3.516 4.181 -0.291
H7 -2.412 -0.534 -0.380
H8 -4.669 -2.984 0.435
H9 -2.338 2.495 1.182
H10 1.367 0.092 -2.363
H11 -2.276 -0.421 -2.313
H12 1.061 -2.748 -0.946
H13 3.846 -2.059 2.003
H14 -0.490 0.770 4.016
H15 -0.490 1.273 -2.182
H16 -5.932 1.123 -1.225
H17 -3.883 1.356 -2.611
H18 4.688 4.004 1.291
H19 -4.998 0.906 0.408
H20 2.259 -3.559 3.271
H21 -2.765 1.847 2.899
H22 0.987 -3.627 1.764
H23 0.936 -2.041 -4.148
H24 -2.946 0.628 1.387
H25 2.967 -2.324 0.364
H26 4.927 2.852 -1.309
H27 -0.002 -3.395 -3.162
H28 0.971 3.029 0.609
H29 3.773 1.328 1.122
H30 2.770 -4.389 1.629
H31 -3.379 2.304 -1.061
H32 1.950 2.366 -0.897

Taken from the Mulliken analysis, the atomic charges in e are: -1.147, -0.256, -0.113, 1.077, -0.407, -0.581, -0.524, -0.469, -0.515, -0.651, 0.556, -0.478, -0.155, 0.177, -0.274, -0.945, -0.621, -0.614, -0.353, -0.695, -0.631, -0.473, -0.135, -0.572, 0.255, 0.178, 0.039, 0.161, -0.037, 0.256, 0.299, -0.010, 0.361, 0.197, 0.459, 0.192, 0.199, 0.259, 0.284, 0.380, 0.384, 0.356, 0.223, 0.294, 0.296, 0.221, 0.185, 0.328, 0.066, -0.012, 0.316, 0.314, 0.256, 0.144, 0.318, 0.317, 0.323

***

# 4
Here is a 3-piece molecular cluster, C14H32BrN2O2 overall from OMol25. Energies are from ωB97M-V/def2-TZVPD.

The net charge is +1. For the gap between HOMO and LUMO, the calculation gives 3.257 eV. Its energy above the lowest of the compared OMol25 structures with the same formula, charge and spin is 81.1 kcal per mole.

Element x y z (Å)
Br1 0.484 2.648 -3.756
O1 -4.063 0.123 1.400
O2 1.511 -0.080 -2.166
N1 -3.011 0.698 1.074
N2 3.111 -2.088 -0.644
C1 -2.188 -0.277 -1.090
C2 2.990 -0.559 -0.399
C3 -2.826 0.959 -0.395
C4 2.698 0.338 -1.576
C5 1.747 -2.760 -0.689
C6 -0.636 2.161 0.298
C7 -4.156 1.409 -1.064
C8 -1.257 -0.427 2.241
C9 -0.974 2.084 1.775
C10 -1.878 2.165 -0.610
C11 3.767 -2.260 -1.963
C12 3.946 -2.681 0.490
C13 -1.961 0.911 2.110
C14 -2.575 1.178 3.490
H1 -1.542 2.305 -1.636
H2 -1.148 -0.393 -0.784
H3 4.832 -2.040 -1.919
H4 0.014 1.323 0.037
H5 -3.053 2.156 3.389
H6 4.942 -2.250 0.449
H7 3.214 -1.841 -2.799
H8 -0.091 1.985 2.408
H9 -2.566 2.950 -0.288
H10 1.185 -2.431 -1.557
H11 -0.564 -0.446 3.081
H12 -0.601 -0.680 1.404
H13 3.611 0.501 -2.154
H14 -4.505 2.354 -0.649
H15 3.930 -0.346 0.112
H16 1.902 -3.840 -0.682
H17 -2.172 0.048 -2.130
H18 2.232 -0.398 0.370
H19 -0.108 3.078 0.037
H20 -5.004 0.727 -0.972
H21 2.496 1.324 -1.143
H22 3.973 -3.769 0.458
H23 -1.970 -1.247 2.321
H24 3.755 -3.341 -2.124
H25 -1.862 1.392 4.285
H26 3.400 -2.432 1.399
H27 1.115 0.691 -2.617
H28 -2.691 -1.231 -0.942
H29 -1.381 3.007 2.193
H30 1.294 -2.583 0.286
H31 -4.091 1.482 -2.149
H32 -3.275 0.401 3.788

Taken from the Mulliken analysis, the atomic charges in e are: -0.746, -0.344, -0.311, 0.964, 0.057, -1.219, -0.496, 0.900, -0.645, -0.872, 0.535, -1.611, -1.650, -1.294, -1.010, -1.001, -0.899, 1.425, -1.726, 0.234, 0.080, 0.371, -0.665, 0.469, 0.391, 0.350, 0.497, 0.425, 0.327, 0.478, 0.209, 0.431, 0.450, 0.408, 0.397, 0.478, 0.357, 0.501, 0.443, 0.492, 0.335, 0.440, 0.474, 0.395, 0.401, -0.115, 0.321, 0.420, 0.363, 0.371, 0.417